P | Entry from the OMol25 dataset: one molecule with the formula C7H8N2O3 (ωB97M-V/def2-TZVPD).

Structure (XYZ):
```
20
Properties=species:S:1:pos:R:3:nbo_charge:R:1
C -1.879 -2.061 0.731 -0.258
O -0.832 -2.038 -0.412 -0.541
C -0.358 -0.795 -0.437 0.260
C -0.983 0.173 -1.170 -0.233
C -0.472 1.475 -1.092 -0.210
C 0.665 1.686 -0.408 0.013
N 1.047 3.090 -0.315 0.539
O 2.069 3.328 0.330 -0.401
O 0.534 3.785 -1.119 -0.354
C 1.321 0.750 0.360 -0.233
C 0.818 -0.570 0.342 0.128
N 1.437 -1.654 1.021 -0.818
H -2.002 -3.111 0.998 0.202
H -1.328 -1.471 1.488 0.197
H -2.783 -1.607 0.300 0.200
H -1.866 -0.029 -1.771 0.228
H -0.947 2.203 -1.700 0.248
H 2.255 1.038 0.875 0.256
H 0.939 -2.526 1.129 0.398
H 2.365 -1.667 0.848 0.380
```

Highest occupied orbital energy in eV: -8.679
SMILES string: COc1ccc([N+](=O)[O-])cc1N
Total charge: 0
Multiplicity: 1

---

Q | Entry from the OMol25 dataset: C7H8N2O3 as an isolated structure (ωB97M-V/def2-TZVPD).

Structure (XYZ):
```
20
Properties=species:S:1:pos:R:3:nbo_charge:R:1
C 1.727 2.201 -0.671 0.056
C 2.760 1.833 -1.618 0.101
C 1.584 1.794 -2.642 0.629
C 0.676 0.998 4.913 1.023
C -0.365 -0.755 0.802 -0.618
C -1.235 0.457 0.390 -0.588
C -1.099 0.951 -1.012 -0.031
N 4.005 1.926 -1.676 -0.570
N 0.693 2.199 -1.544 -0.363
O 1.422 1.735 4.454 -0.507
O 1.367 1.756 -3.787 -0.464
O -0.100 0.274 5.392 -0.516
H 1.912 2.241 0.404 0.228
H -0.772 -1.662 0.298 0.218
H 0.769 -0.751 0.500 0.211
H -0.503 -0.795 1.866 0.207
H -2.409 0.131 0.404 0.246
H -0.980 1.346 1.007 0.230
H -1.943 1.689 -1.355 0.138
H 4.430 1.738 -2.656 0.369
```

Highest occupied orbital energy (alpha / beta) in eV: -8.120 / -7.686
Total charge: 0
Multiplicity: 1

---

Which of them is most stable? Easy: P.

---

P | Entry from the OMol25 dataset: one molecule with the formula C3H9N2O2P (ωB97M-V/def2-TZVPD).

Structure (XYZ):
```
17
Properties=species:S:1:pos:R:3:nbo_charge:R:1
C -1.601 -0.338 1.562 -1.078
P 0.005 0.299 0.998 2.023
C -0.018 2.016 0.373 -0.963
O 1.074 -0.006 1.957 -1.055
N -0.061 -0.699 -0.651 -0.935
C 1.093 -0.538 -1.396 0.775
N 1.413 -1.609 -2.223 -0.814
O 1.850 0.390 -1.295 -0.632
H -2.537 -0.409 0.840 0.262
H -1.403 -1.254 2.143 0.270
H -1.988 0.135 2.482 0.264
H -0.133 2.014 -0.597 0.241
H -0.746 2.609 1.015 0.241
H 0.958 2.377 0.626 0.270
H -0.304 -1.623 -0.415 0.384
H 0.590 -2.099 -2.366 0.358
H 1.810 -1.268 -3.054 0.389
```

Highest occupied orbital energy in eV: -10.213
SMILES string: CP(C)(=O)NC(N)=O
Total charge: 0
Multiplicity: 1

---

Q | Entry from the OMol25 dataset: a 2-piece molecular cluster, C3H9N2O2P overall (ωB97M-V/def2-TZVPD).

Structure (XYZ):
```
17
Properties=species:S:1:pos:R:3:nbo_charge:R:1
C -0.915 -0.447 1.510 -1.006
P 0.289 0.149 0.327 2.050
C -0.736 0.840 -1.010 -1.020
N 0.833 -1.264 -0.425 -1.180
O 1.294 1.093 0.902 -1.121
H -0.403 -1.292 2.083 0.251
H -1.147 0.466 1.968 0.247
H -1.774 -0.758 0.875 0.244
H -1.150 0.055 -1.599 0.248
H -1.508 1.457 -0.633 0.240
H -0.071 1.564 -1.519 0.255
H 1.480 -1.106 -1.238 0.406
H 1.374 -1.779 0.225 0.382
N 3.204 1.538 -1.168 -0.753
C 3.081 0.552 -1.858 0.823
O 2.958 -0.189 -2.763 -0.552
H 3.240 1.885 -0.161 0.484
```

Highest occupied orbital energy in eV: -10.097
SMILES string: CP(C)(N)=O.N=C=O
Total charge: 0
Multiplicity: 1

---

Which of them is most stable? Easy: Q.

---

P | Entry from the OMol25 dataset: a 2-piece molecular cluster, C5H14NO2 overall (ωB97M-V/def2-TZVPD).

Structure (XYZ):
```
22
Properties=species:S:1:pos:R:3:nbo_charge:R:1
C -0.511 0.463 -0.531 -0.249
C 0.928 0.802 -1.068 -0.215
C 0.866 0.364 -2.632 -0.619
C 1.885 -0.213 -0.249 -0.621
N -0.913 1.199 0.795 -0.710
C -1.720 0.600 1.919 0.135
O -1.103 -0.439 2.533 -0.917
H -1.362 0.664 -1.245 0.170
H -0.502 -0.695 -0.229 0.214
H 1.335 1.729 -0.731 0.192
H 0.305 1.080 -3.131 0.203
H 0.446 -0.596 -2.446 0.219
H 1.905 0.318 -2.863 0.194
H 1.296 -1.166 -0.119 0.233
H 2.743 -0.486 -0.882 0.178
H 2.167 0.280 0.691 0.211
H 0.005 1.566 1.191 0.328
H -1.917 1.582 2.510 0.083
H -2.711 0.363 1.599 0.103
H -0.915 -1.612 1.756 0.503
H -1.355 -3.249 1.847 0.441
O -0.873 -2.554 1.284 -1.075
```

Highest occupied orbital energy in eV: -3.285
Total charge: -1
Multiplicity: 1

---

Q | Entry from the OMol25 dataset: a 2-piece molecular cluster, C5H14NO2 overall (ωB97M-V/def2-TZVPD).

Structure (XYZ):
```
22
Properties=species:S:1:pos:R:3:nbo_charge:R:1
C -0.786 1.044 0.914 -0.028
O -0.594 2.367 0.800 -0.945
C 0.130 0.237 -0.141 -0.059
C -0.052 -1.348 0.112 -0.425
C 0.430 -2.183 -1.070 -0.418
C -0.627 -3.256 -1.438 -0.602
N -0.313 0.558 -1.484 -0.875
H -1.811 0.701 0.645 0.078
H -0.543 0.719 1.955 0.099
H 1.187 0.405 0.047 0.160
H -1.127 -1.432 0.202 0.183
H 0.402 -1.609 1.056 0.197
H 1.399 -2.707 -1.010 0.180
H 0.614 -1.485 -1.898 0.230
H -0.315 -3.633 -2.426 0.191
H -1.629 -2.873 -1.636 0.194
H -0.682 -3.992 -0.646 0.192
H -1.317 0.443 -1.559 0.344
H -0.106 1.545 -1.601 0.378
H 0.944 2.532 1.430 0.504
H 1.972 1.606 1.845 0.434
O 1.701 2.484 2.112 -1.014
```

Highest occupied orbital energy in eV: -3.110
Total charge: -1
Multiplicity: 1

---

R | Entry from the OMol25 dataset: a 2-piece molecular cluster, C5H14NO2 overall (ωB97M-V/def2-TZVPD).

Structure (XYZ):
```
22
Properties=species:S:1:pos:R:3:nbo_charge:R:1
C 1.204 -0.296 -2.480 -0.663
C -0.086 0.421 -2.108 -0.225
N -0.897 -0.237 -1.066 -0.653
C 0.443 1.226 0.516 -0.663
C -0.630 0.194 0.376 -0.094
C -0.154 -1.093 1.084 -0.085
O 0.472 -0.846 2.328 -0.943
H 1.410 -1.016 -1.682 0.221
H 2.021 0.381 -2.231 0.208
H 1.205 -0.809 -3.424 0.199
H -0.698 0.321 -3.019 0.167
H 0.001 1.459 -1.781 0.205
H -0.815 -1.245 -1.007 0.349
H 0.072 2.278 0.368 0.184
H 0.741 1.247 1.568 0.265
H 1.400 0.995 0.050 0.197
H -1.592 0.494 0.807 0.209
H -0.980 -1.797 1.241 0.136
H 0.611 -1.676 0.575 0.131
H -0.756 -0.641 3.062 0.496
H -1.275 0.748 3.495 0.434
O -1.695 -0.109 3.330 -1.077
```

Highest occupied orbital energy in eV: -3.349
Total charge: -1
Multiplicity: 1

---

Which of them is most stable? Easy: Q.

---

P | Entry from the OMol25 dataset: one molecule with the formula CH2N2O2S (ωB97M-V/def2-TZVPD).

Structure (XYZ):
```
8
Properties=species:S:1:pos:R:3:nbo_charge:R:1
C 0.150 0.883 -0.221 0.045
N -0.807 0.448 -1.204 -0.144
N -1.499 -0.473 -1.177 -0.013
O 0.794 -2.434 1.040 -0.796
O 0.440 0.191 0.946 -0.716
S -0.093 -1.350 1.424 1.228
H 1.099 0.939 -0.952 0.193
H -0.085 1.795 0.144 0.203
```

Highest occupied orbital energy (alpha / beta) in eV: -9.096 / -8.513
Total charge: 0
Multiplicity: 1

---

Q | Entry from the OMol25 dataset: one molecule with the formula CH2N2O2S (ωB97M-V/def2-TZVPD).

Structure (XYZ):
```
8
Properties=species:S:1:pos:R:3:nbo_charge:R:1
C -0.851 -1.666 0.142 0.541
N -1.000 -2.553 0.875 -0.381
N 1.080 0.867 -0.066 -1.084
O -1.218 1.128 0.661 -0.908
O -0.671 -0.771 -0.820 -0.708
S -0.505 0.901 -0.555 1.720
H 1.604 1.275 0.703 0.438
H 1.562 0.819 -0.940 0.381
```

Highest occupied orbital energy in eV: -11.068
Total charge: 0
Multiplicity: 1

---

Which of them is most stable? Easy: Q.